{
  "formula": "C18H37IN3O11P2S5",
  "method": "ωB97M-V with the def2-TZVPD basis set",
  "species": ["N", "C", "O", "C", "C", "P", "O", "I", "C", "C", "O", "O", "P", "N", "C", "C", "N", "C", "C", "C", "S", "O", "O", "O", "H", "H", "H", "H", "H", "H", "H", "H", "H", "H", "H", "H", "H", "C", "S", "O", "C", "H", "H", "H", "H", "H", "H", "C", "S", "O", "C", "H", "H", "H", "H", "H", "H", "C", "S", "O", "C", "H", "H", "H", "H", "H", "H", "C", "S", "O", "C", "H", "H", "H", "H", "H", "H"],
  "xyz": [[1.567787, 2.047171, 1.494076], [1.044073, 1.071658, 1.754738], [0.759462, -0.163185, 2.074224], [0.103690, -0.866821, 1.079995], [-1.226870, -0.648792, 0.768723], [-2.236494, 0.720808, 1.574688], [-1.463977, 1.115378, 2.929191], [-4.321258, -0.247971, 2.356859], [-1.737153, -1.482245, -0.238908], [-3.157070, -1.445380, -0.727729], [-3.958934, -2.183968, -0.253476], [-3.367822, -0.586710, -1.729709], [-4.853460, -0.659550, -2.522258], [-5.818425, 0.435710, -1.995786], [-0.966834, -2.449884, -0.848939], [0.347935, -2.584492, -0.473261], [0.865234, -1.796354, 0.469305], [2.297667, -1.976613, 0.830328], [3.155722, -0.880875, 0.168559], [4.111496, -1.478467, -0.852047], [5.235099, -0.129562, -1.239474], [6.118453, 0.040492, -0.124408], [4.456476, 1.036694, -1.521045], [6.116286, -0.477275, -2.521733], [-1.383499, 2.090292, 2.852327], [-4.548875, -0.554606, -3.887007], [-5.342164, -1.949729, -2.328597], [-6.053007, 1.061202, -2.759849], [-1.369739, -3.107300, -1.597576], [0.980604, -3.318173, -0.935387], [2.595023, -2.948975, 0.467437], [2.398587, -1.960228, 1.904399], [2.510623, -0.180544, -0.349126], [3.671464, -0.296509, 0.921981], [3.601729, -1.708967, -1.783175], [4.636524, -2.361851, -0.526743], [6.744560, 0.261342, -2.579161], [-1.241546, -5.330739, 4.017099], [-1.324354, -4.011655, 2.805844], [-0.445306, -4.396633, 1.658840], [-0.409588, -2.836252, 3.811525], [-1.723318, -6.207536, 3.590482], [-0.199653, -5.555904, 4.243774], [-1.771981, -5.024104, 4.917883], [0.569131, -3.248898, 4.061392], [-0.973753, -2.621801, 4.718292], [-0.291638, -1.922019, 3.247784], [-4.346186, 5.461224, 1.914496], [-2.844940, 4.757496, 1.249856], [-2.543747, 3.525561, 2.050414], [-1.740112, 6.041019, 1.836273], [-5.164863, 4.782590, 1.687439], [-4.245957, 5.576103, 2.994158], [-4.528148, 6.421005, 1.433899], [-1.813666, 6.120899, 2.920642], [-2.010486, 6.984905, 1.364327], [-0.724588, 5.768646, 1.555167], [8.115588, -4.025870, -0.537426], [7.381678, -3.547661, -2.102572], [5.931952, -3.298117, -1.869404], [7.545099, -5.153949, -2.884308], [8.080361, -3.164137, 0.126604], [7.551186, -4.851277, -0.102866], [9.151863, -4.317806, -0.702261], [7.021986, -5.906556, -2.294339], [8.601905, -5.403166, -2.970011], [7.103241, -5.092410, -3.876401], [-3.705838, 5.601371, -2.822884], [-4.947155, 6.828196, -2.396101], [-5.257681, 6.646310, -0.951539], [-6.285292, 6.073623, -3.324154], [-2.785252, 5.861089, -2.304592], [-4.041513, 4.614121, -2.503764], [-3.536334, 5.619132, -3.899393], [-6.446748, 5.054896, -2.971211], [-6.034866, 6.076552, -4.384776], [-7.182399, 6.666036, -3.159625]],
  "atomic_forces_ev_per_a": [[0.18, 1.71, -0.35], [0.34, -1.46, 0.42], [-0.23, -0.34, -0.26], [-0.29, -0.05, -0.23], [0.04, -0.63, 1.24], [-0.72, 0.99, -1.54], [0.44, -0.18, -0.15], [0.31, -0.26, 0.24], [-0.11, 0.38, -0.39], [0.18, -0.04, 0.60], [-0.45, -0.41, -0.10], [-0.05, -0.54, -0.66], [-1.43, 1.33, 0.32], [0.23, -0.42, -0.55], [0.46, 0.24, 0.22], [-0.54, -0.10, -0.19], [0.37, -0.21, 0.21], [0.26, 0.58, -0.32], [-0.36, -0.07, 0.09], [0.13, 0.54, -0.90], [0.72, 1.31, 1.15], [0.42, -0.73, 0.20], [-0.72, -0.23, -0.72], [-0.69, -0.53, 0.26], [-0.25, 0.16, 0.28], [0.55, -0.27, 0.13], [0.69, -0.24, 0.13], [-0.07, 0.33, 0.30], [-0.10, -0.10, -0.14], [0.29, -0.13, 0.14], [-0.16, -0.32, 0.02], [-0.15, -0.06, 0.24], [-0.13, 0.23, -0.04], [0.23, -0.04, 0.14], [-0.14, -0.20, -0.12], [0.40, 0.03, 0.12], [0.09, 0.01, -0.12], [0.00, -0.21, -0.05], [-0.19, 0.03, 0.24], [0.23, 0.20, -0.02], [0.10, -0.13, 0.08], [-0.02, 0.01, -0.02], [0.01, 0.03, -0.04], [-0.03, 0.03, -0.03], [-0.03, -0.04, -0.02], [-0.03, 0.01, -0.02], [-0.07, 0.17, 0.02], [-0.08, -0.01, 0.20], [-0.07, 0.21, -0.29], [0.21, -0.13, 0.42], [0.12, 0.00, 0.08], [0.02, -0.01, -0.07], [0.07, -0.05, -0.01], [-0.01, -0.06, -0.12], [-0.04, -0.03, 0.00], [-0.03, -0.02, -0.03], [-0.02, -0.04, -0.03], [-0.12, -0.01, 0.16], [0.52, 0.15, -0.23], [-0.15, -0.41, 0.14], [-0.16, -0.11, -0.01], [0.00, 0.04, -0.05], [-0.02, -0.01, -0.03], [0.01, 0.02, -0.03], [-0.01, 0.02, 0.02], [0.02, 0.04, 0.00], [0.00, 0.05, 0.00], [0.03, -0.12, -0.03], [0.04, 0.11, -0.08], [0.06, -0.11, 0.08], [-0.08, -0.10, -0.02], [-0.02, 0.04, 0.02], [-0.03, 0.03, 0.04], [0.00, 0.03, 0.00], [0.03, 0.01, 0.05], [0.01, 0.04, 0.00], [0.02, 0.04, 0.03]],
  "mulliken_charge": [-0.49, 0.43, -0.43, -0.82, 1.50, 0.40, -0.41, -0.07, 0.94, -0.92, -0.46, -0.20, 0.30, -0.60, -0.26, -0.73, 0.58, -1.16, -0.82, -0.97, 1.14, -0.66, -0.66, -0.39, 0.45, 0.11, 0.11, 0.22, 0.62, 0.51, 0.83, 0.35, 0.54, 0.57, 0.40, 0.67, 0.40, -1.08, 0.62, -0.60, -0.35, 0.36, 0.32, 0.39, 0.33, 0.49, -0.33, -1.08, 0.58, -0.78, -1.07, 0.32, 0.41, 0.41, 0.35, 0.40, 0.33, -0.99, 0.47, -0.57, -1.04, 0.30, 0.32, 0.42, 0.31, 0.41, 0.34, -0.83, 0.45, -0.55, -0.91, 0.27, 0.21, 0.41, 0.25, 0.38, 0.32],
  "total_charge": 1,
  "homo_lumo_gap_ev": 6.88,
  "e_homo_ev": -10.698,
  "e_lumo_ha": -0.14024
}

{
  "formula": "C25H46Cl2O14P",
  "method": "ωB97M-V with the def2-TZVPD basis set",
  "species": ["C", "C", "O", "C", "O", "C", "C", "C", "C", "C", "C", "O", "Cl", "O", "C", "C", "C", "C", "C", "C", "C", "C", "C", "O", "C", "C", "O", "C", "O", "C", "O", "C", "C", "C", "O", "P", "O", "H", "H", "H", "H", "H", "H", "H", "H", "H", "H", "H", "H", "H", "H", "H", "H", "H", "H", "H", "H", "H", "H", "H", "H", "H", "H", "H", "H", "H", "H", "H", "H", "H", "H", "H", "H", "H", "H", "H", "H", "H", "H", "H", "H", "H", "H", "O", "Cl", "O", "O", "O"],
  "xyz": [[-3.355401, 3.809005, -0.194440], [-3.937175, 3.344691, 1.142706], [-2.916371, 3.400459, 2.138349], [-2.964094, 2.420795, 3.062287], [-3.992879, 1.816326, 3.352673], [-1.663165, 2.137179, 3.765778], [-0.368185, 2.407015, 2.972566], [0.408384, 1.155891, 2.553987], [0.220091, 0.745351, 1.091913], [-1.210564, 0.750359, 0.570657], [-2.240731, -0.193301, 1.164593], [-3.390029, -0.214818, 0.742068], [-1.810884, -1.356885, 2.447912], [0.741687, -0.567044, 0.937202], [1.628606, -0.750862, -0.148875], [2.060963, -2.232058, -0.094310], [0.884219, -3.104790, 0.340398], [0.983941, -4.580979, -0.072277], [-0.435540, -5.137258, -0.194990], [-1.066201, -5.371114, 1.176513], [-2.593065, -5.203221, 1.264735], [-3.382107, -5.409218, -0.039087], [-3.795741, -4.079264, -0.620136], [-4.980727, -4.255423, -1.439353], [-5.713906, -3.109639, -1.560182], [-5.001609, -1.901411, -2.093554], [-6.904705, -3.096377, -1.263504], [0.977360, -0.493129, -1.504291], [0.883585, 0.867321, -1.895010], [1.968972, 1.355143, -2.631592], [3.198294, 1.207601, -2.001957], [3.399668, 2.156770, -0.938539], [4.422035, 3.243202, -1.293253], [4.033145, 4.565165, -0.637461], [5.684584, 2.879861, -0.762315], [2.082798, 0.690456, -4.361260], [1.424730, 1.562091, -5.355437], [-3.335951, 2.986430, -0.899614], [-2.335254, 4.143651, -0.062018], [-3.949060, 4.599006, -0.627536], [-4.770949, 3.984648, 1.399022], [-4.333739, 2.345751, 1.028994], [-1.673129, 2.806574, 4.620002], [-1.711455, 1.127901, 4.139859], [-0.589817, 3.047888, 2.127899], [0.287456, 2.974915, 3.618019], [1.459446, 1.416630, 2.620947], [0.264081, 0.319479, 3.221806], [0.786323, 1.476385, 0.527309], [-1.635731, 1.742865, 0.659820], [-1.226117, 0.515625, -0.484578], [2.514908, -0.146125, 0.008536], [2.421001, -2.549761, -1.065155], [2.881594, -2.351132, 0.601615], [0.765459, -3.054792, 1.410723], [-0.006651, -2.726237, -0.143533], [1.467119, -5.165211, 0.706741], [1.538063, -4.707015, -0.995389], [-0.409928, -6.089095, -0.720180], [-1.022371, -4.461900, -0.807128], [-0.637005, -4.708413, 1.918901], [-0.802686, -6.376519, 1.489556], [-2.950106, -5.943687, 1.971992], [-2.865677, -4.250352, 1.697983], [-4.307321, -5.922548, 0.196440], [-2.862075, -6.027527, -0.758411], [-4.046337, -3.386941, 0.173428], [-3.016679, -3.657233, -1.249563], [-5.729004, -1.146549, -2.340093], [-4.324303, -1.490662, -1.355741], [-4.449412, -2.166821, -2.987454], [1.459371, -1.112066, -2.251997], [-0.043796, -0.850373, -1.435738], [1.772347, 2.414815, -2.778249], [2.458543, 2.594139, -0.623454], [3.776196, 1.585200, -0.096318], [4.475406, 3.337848, -2.375196], [4.261059, 5.393590, -1.288807], [4.587724, 4.697858, 0.277443], [2.975690, 4.590622, -0.383329], [5.774971, 1.928635, -0.748560], [1.606257, -0.636845, -4.384204], [3.468488, 0.597015, -4.595770], [8.608836, 4.713742, -0.211871], [7.755232, 5.767262, 0.282207], [8.498079, 7.005533, 0.344932], [7.272806, 5.424533, 1.604431], [6.618110, 5.931377, -0.601238]],
  "atomic_forces_ev_per_a": [[0.02, -0.40, 0.25], [-0.45, 0.50, -0.99], [0.31, -0.69, 0.17], [-1.73, -1.11, 0.78], [1.46, 0.94, -0.71], [0.24, 0.81, -0.59], [-0.14, -0.38, 0.52], [0.21, 0.51, -0.48], [-0.46, -0.47, 0.70], [0.05, -0.18, 0.69], [-2.72, -0.19, -1.11], [2.65, -0.02, 0.99], [0.00, 0.35, -0.29], [0.24, 0.37, -0.03], [0.44, -0.87, -0.05], [-0.51, 0.18, 0.53], [0.68, -0.66, -0.68], [-0.63, 0.18, 0.41], [0.42, -0.33, 0.04], [-0.42, 0.23, -0.05], [0.15, -0.81, -0.25], [-0.43, 0.30, 0.53], [-0.11, -0.18, -0.83], [-0.21, 0.28, 0.32], [-2.24, -0.02, 0.59], [-0.07, -0.17, -0.08], [2.19, -0.28, -0.72], [-0.15, 0.00, 0.36], [-0.13, 0.01, -0.03], [0.41, -0.01, 0.02], [-0.12, -0.25, 0.02], [0.27, -0.05, -0.19], [-0.26, -0.26, 1.02], [-0.25, -0.08, -0.20], [0.23, 0.22, -0.14], [0.29, 0.45, -0.61], [-0.40, 0.11, -0.06], [0.04, -0.15, -0.19], [0.21, 0.27, 0.01], [-0.06, 0.31, -0.12], [-0.10, 0.16, 0.47], [0.06, -0.34, 0.37], [-0.05, 0.06, 0.33], [-0.10, -0.31, 0.14], [0.06, 0.13, -0.22], [0.15, 0.25, 0.12], [0.32, -0.15, 0.11], [-0.26, -0.21, 0.15], [0.05, 0.04, -0.49], [-0.20, 0.26, 0.00], [0.02, 0.04, -0.31], [0.07, 0.37, -0.23], [0.13, -0.01, -0.27], [0.26, 0.02, 0.19], [-0.27, 0.30, 0.27], [-0.39, 0.26, 0.12], [0.46, -0.06, 0.02], [0.11, 0.01, -0.25], [-0.05, -0.13, -0.20], [-0.19, 0.19, -0.11], [0.26, 0.19, 0.11], [0.07, -0.21, 0.09], [-0.10, -0.11, 0.25], [0.08, 0.38, 0.03], [-0.22, -0.17, 0.04], [0.21, -0.07, -0.20], [0.06, 0.20, 0.26], [0.24, 0.24, 0.02], [-0.26, 0.20, -0.01], [0.23, 0.05, 0.19], [0.25, -0.06, -0.12], [0.32, 0.12, -0.29], [-0.26, -0.13, -0.08], [-0.31, 0.23, -0.17], [-0.34, -0.01, -0.18], [0.12, -0.03, 0.28], [-0.03, 0.00, -0.29], [0.12, 0.30, -0.02], [0.32, 0.05, 0.19], [-0.25, 0.05, -0.15], [0.13, -0.28, -0.21], [0.14, -0.05, 0.27], [0.00, -0.31, 0.30], [0.01, 0.00, -0.01], [-0.08, 0.01, 0.06], [0.00, 0.00, 0.00], [0.00, -0.02, 0.01], [0.16, 0.10, -0.07]],
  "mulliken_charge": [-1.13, -0.12, -0.39, 0.49, -0.65, -0.68, -1.01, -1.03, 0.60, 0.41, 0.46, -0.66, -0.23, -0.29, 1.93, -2.05, 0.47, -1.14, -0.55, -0.44, -0.88, -0.62, -0.38, -0.38, 0.64, -0.40, -0.59, -1.34, -0.32, 0.10, -0.39, -1.19, 1.05, -1.41, -0.44, 0.41, -0.66, 0.27, 0.29, 0.35, 0.51, 0.18, 0.46, 0.37, 0.53, 0.50, 0.39, 0.56, -0.67, -0.30, 0.52, -0.40, 0.41, 0.40, 0.31, -0.04, 0.31, 0.47, 0.44, 0.24, 0.22, 0.39, 0.39, 0.42, 0.40, 0.30, 0.35, 0.22, 0.33, -0.17, 0.34, 0.50, 0.30, 0.51, 0.14, 0.52, 0.21, 0.33, 0.30, 0.37, 0.24, 0.04, 0.05, -0.65, 1.66, -0.69, -0.69, -0.63],
  "total_charge": -1,
  "homo_lumo_gap_ev": 7.43,
  "e_homo_ev": -5.785,
  "e_lumo_ha": 0.06044
}